Formula: C29H42Cl3N10O4RuS4Si
Source: OMol25
Level of theory: the ωB97M-V functional and the def2-TZVPD basis

```
94
Properties=species:S:1:pos:R:3:mulliken_spin:R:1
Ru 0.347 -0.049 -0.574 1.550
N 0.273 -2.805 -0.032 0.031
N 1.535 -3.407 0.044 -0.006
C 2.635 -2.682 -0.228 0.012
N 3.815 -3.280 -0.311 0.001
N 2.420 -1.378 -0.395 0.032
N 3.345 -0.516 -0.798 -0.022
O 2.904 0.602 -1.024 0.016
O 4.510 -0.828 -0.923 -0.001
H -0.263 -2.960 0.821 -0.003
H -0.261 -3.159 -0.828 -0.002
H 1.618 -4.414 0.159 0.001
H 3.917 -4.279 -0.217 0.000
H 4.639 -2.709 -0.484 0.000
C -4.060 0.531 4.922 0.000
Si -3.297 -0.931 3.967 0.005
C -3.013 -2.436 5.102 0.000
C -4.401 -1.405 2.496 -0.006
C -1.523 -0.355 3.459 0.027
C -0.641 -0.003 4.479 -0.003
C 0.673 0.341 4.208 0.000
C 1.101 0.320 2.891 -0.003
N 0.281 0.017 1.896 -0.027
C -0.990 -0.302 2.169 -0.032
S -1.888 -0.620 0.697 -0.166
H -5.034 0.241 5.305 0.000
H -4.207 1.412 4.303 0.000
H -3.457 0.827 5.775 0.000
H -3.961 -2.796 5.492 0.000
H -2.386 -2.196 5.956 0.000
H -2.548 -3.266 4.576 0.000
H -5.356 -1.764 2.866 -0.001
H -3.969 -2.199 1.898 0.001
H -4.603 -0.572 1.831 0.001
H -0.995 0.009 5.499 0.001
H 1.354 0.625 4.993 0.000
H 2.118 0.563 2.619 -0.001
N -4.110 4.141 -0.328 0.000
C -2.939 4.552 0.440 0.000
C -2.337 3.257 1.003 -0.002
N -2.411 2.284 -0.097 0.003
H -4.406 4.856 -0.980 0.000
H -4.896 3.957 0.286 0.000
H -3.280 2.622 -0.604 0.001
H -3.155 5.258 1.246 0.000
H -2.222 5.016 -0.242 0.000
H -2.945 2.891 1.829 0.000
H -1.315 3.401 1.341 0.000
H -1.589 2.328 -0.716 0.013
H -2.478 1.283 0.213 -0.008
Cl 6.844 -0.291 -3.481 0.000
C 5.658 0.937 -3.599 -0.001
C 4.322 0.598 -3.772 0.002
C 3.375 1.597 -3.880 -0.004
C 3.731 2.938 -3.827 0.000
C 2.690 4.020 -3.993 0.000
C 2.385 4.699 -2.634 0.000
N 1.926 3.771 -1.632 0.004
C 2.368 3.699 -0.344 -0.001
C 1.587 2.773 0.283 0.012
N 0.678 2.274 -0.607 0.025
C 0.923 2.890 -1.754 0.018
O 1.521 3.469 -4.559 0.000
C 0.840 4.303 -5.485 0.000
C -0.344 3.531 -5.981 0.001
C -0.489 3.051 -7.262 -0.001
Cl 0.589 3.258 -8.564 0.000
S -1.957 2.140 -7.465 0.000
C -2.360 2.395 -5.821 0.002
C -1.433 3.149 -5.167 -0.004
C 5.078 3.258 -3.647 0.000
Cl 5.584 4.909 -3.579 0.000
C 6.040 2.270 -3.534 0.000
H 4.035 -0.441 -3.835 -0.001
H 2.337 1.351 -4.039 0.004
H 3.102 4.800 -4.650 0.000
H 1.623 5.471 -2.794 0.000
H 3.293 5.179 -2.270 0.000
H 3.182 4.290 0.020 0.000
H 1.603 2.463 1.310 0.004
H 0.397 2.725 -2.675 -0.012
H 1.501 4.567 -6.320 0.000
H 0.507 5.229 -4.993 0.000
H -3.263 1.977 -5.425 -0.001
H -1.521 3.434 -4.135 0.002
H 7.076 2.534 -3.402 0.000
C -0.397 -1.180 -5.845 -0.007
O -1.048 -0.364 -4.880 -0.005
C -0.623 -0.295 -3.651 0.049
S 0.732 -1.085 -3.038 -0.214
S -1.516 0.679 -2.611 -0.283
H -0.386 -0.608 -6.773 -0.001
H -0.980 -2.092 -5.984 0.000
H 0.619 -1.427 -5.530 0.005
```

Multiplicity   2
Total charge   +2
LUMO level (alpha / beta)   -7.27 / -5.60 eV

Formula: C29H42F10N4O2Si2Ti
Source: OMol25
Level of theory: the ωB97M-V functional and the def2-TZVPD basis

```
90
Properties=species:S:1:pos:R:3:nbo_charge:R:1
Ti 0.054 -0.392 0.487 2.026
C 2.879 2.153 -1.746 -0.419
N 2.596 0.733 -1.902 -0.438
C 3.735 0.042 -2.474 -0.407
C 1.411 0.470 -2.698 -0.200
C 0.191 1.291 -2.303 -0.230
N -0.107 1.315 -0.871 -0.756
C -0.781 2.412 -0.446 0.097
C -0.980 2.615 0.938 0.295
F -0.555 1.623 1.757 -0.319
C -1.577 3.707 1.512 0.355
F -1.658 3.766 2.849 -0.309
C -2.097 4.730 0.745 -0.396
C -1.998 4.551 -0.618 0.346
F -2.542 5.471 -1.430 -0.310
C -1.389 3.458 -1.203 0.262
F -1.503 3.408 -2.555 -0.329
H 2.994 2.667 -2.715 0.163
H 3.807 2.263 -1.184 0.206
H 2.083 2.628 -1.174 0.215
H 3.966 0.392 -3.495 0.164
H 3.534 -1.031 -2.522 0.191
H 4.616 0.196 -1.850 0.209
H 1.194 -0.596 -2.635 0.182
H 1.595 0.692 -3.766 0.169
H -0.661 0.919 -2.883 0.192
H 0.397 2.304 -2.645 0.205
H -2.578 5.591 1.182 0.248
C -3.120 -0.800 4.238 -1.131
Si -1.288 -0.883 3.726 1.756
C -0.702 0.824 4.336 -1.111
C -0.435 -2.097 4.937 -1.136
C -1.205 -1.551 1.926 -1.442
C -2.434 -1.091 1.234 0.372
C -3.694 -1.708 1.257 -0.309
C -4.730 -1.174 0.523 -0.135
C -4.504 -0.033 -0.241 -0.286
C -3.244 0.525 -0.209 0.080
N -2.247 0.026 0.521 -0.581
Si -1.110 -3.447 1.962 1.760
C 0.634 -4.174 2.189 -1.128
C -1.795 -4.275 0.388 -1.119
C -2.136 -4.242 3.367 -1.139
H -3.187 -0.425 5.262 0.238
H -3.634 -1.762 4.204 0.222
H -3.673 -0.106 3.599 0.234
H -0.510 0.734 5.408 0.232
H -1.481 1.575 4.205 0.247
H 0.193 1.218 3.866 0.231
H 0.153 -1.538 5.667 0.235
H 0.230 -2.823 4.466 0.229
H -1.186 -2.659 5.497 0.240
H -3.851 -2.597 1.853 0.225
H -5.712 -1.629 0.549 0.217
H -5.284 0.413 -0.840 0.224
H -3.025 1.415 -0.786 0.210
H 1.094 -4.439 1.236 0.230
H 0.561 -5.088 2.781 0.241
H 1.321 -3.500 2.706 0.233
H -1.113 -4.191 -0.454 0.212
H -2.751 -3.855 0.073 0.238
H -1.943 -5.340 0.581 0.237
H -1.512 -4.448 4.238 0.239
H -2.556 -5.192 3.030 0.235
H -2.961 -3.615 3.709 0.227
N -1.083 -2.742 -3.025 -0.790
C -0.531 -2.248 -1.907 0.736
O -1.099 -1.373 -1.249 -0.675
C 0.799 -2.778 -1.465 -0.525
C 1.313 -1.913 -0.313 -0.922
H -1.985 -2.409 -3.324 0.413
H -0.631 -3.461 -3.558 0.405
H 1.480 -2.799 -2.322 0.231
H 0.668 -3.820 -1.162 0.241
H 2.159 -1.320 -0.667 0.255
H 1.678 -2.559 0.480 0.244
C 2.371 -0.566 3.722 -0.618
C 2.526 0.097 2.352 0.114
O 1.394 -0.061 1.579 -0.838
C 2.865 1.639 2.498 0.971
F 2.747 2.048 3.772 -0.320
F 4.114 1.955 2.113 -0.318
F 2.045 2.389 1.756 -0.292
C 3.752 -0.598 1.693 0.971
F 4.879 -0.404 2.402 -0.319
F 3.968 -0.177 0.444 -0.301
F 3.560 -1.930 1.659 -0.317
H 1.656 -0.023 4.329 0.244
H 3.322 -0.611 4.248 0.237
H 1.989 -1.571 3.554 0.232
```

Multiplicity   1
LUMO level   0.10 eV

Formula: C29H42N4O
Source: OMol25
Level of theory: the ωB97M-V functional and the def2-TZVPD basis

```
76
Properties=species:S:1:pos:R:3:mulliken_charge:R:1
C -9.183 -9.309 -3.730 -0.903
C -8.085 -8.433 -2.920 0.539
O -8.270 -8.215 -1.698 -0.495
N -6.950 -7.912 -3.716 -0.381
C -6.225 -9.053 -4.421 -0.921
N -6.040 -7.206 -2.946 0.539
C -5.961 -5.762 -3.187 -0.231
C -4.973 -4.822 -2.452 -0.504
C -4.007 -5.484 -1.385 0.378
C -2.974 -4.494 -0.686 0.273
C -3.368 -3.281 0.221 -0.682
C -2.239 -2.369 0.799 0.149
N -0.829 -2.562 0.572 0.270
C 0.268 -1.679 1.077 -0.890
C 0.456 -1.679 2.673 -0.501
C 1.935 -1.307 3.179 -0.725
C 2.661 -0.125 2.362 -0.534
C 3.140 1.118 3.314 -0.649
C 4.157 2.039 2.419 -0.562
C 3.518 3.467 2.018 -0.603
C 4.739 4.382 1.417 -0.595
C 4.708 5.876 2.032 -0.537
C 6.006 6.756 1.691 -0.845
C 5.799 7.699 0.378 -0.536
C 5.279 9.188 0.755 -0.494
N 4.026 9.567 0.022 0.217
C 3.571 9.234 -1.311 -0.207
C 2.199 9.818 -1.721 -0.517
C 1.801 10.639 -0.443 -0.456
C 2.968 10.430 0.576 -0.359
C -0.421 -3.697 -0.262 0.031
C -1.420 -4.691 -0.909 -0.654
C -4.131 -7.008 -1.103 -0.689
C -5.182 -7.795 -1.937 0.221
H -8.905 -10.425 -3.772 0.273
H -10.243 -9.110 -3.359 0.329
H -9.110 -8.936 -4.825 0.308
H -6.034 -9.934 -3.693 0.385
H -5.241 -8.653 -4.878 0.324
H -6.860 -9.426 -5.309 0.314
H -6.653 -5.298 -3.986 0.402
H -4.914 -3.686 -2.647 0.416
H -4.484 -3.106 0.380 0.414
H -2.588 -1.474 1.439 0.394
H 1.229 -1.893 0.484 0.332
H -0.030 -0.597 0.784 0.342
H 0.252 -2.765 3.028 0.347
H -0.379 -1.051 3.173 0.346
H 1.823 -0.935 4.271 0.336
H 2.627 -2.231 3.255 0.364
H 2.033 0.353 1.535 0.289
H 3.650 -0.573 1.955 0.269
H 3.620 0.767 4.289 0.375
H 2.176 1.737 3.482 0.265
H 5.163 2.158 2.973 0.386
H 4.304 1.465 1.427 0.223
H 2.749 3.278 1.171 0.194
H 3.046 4.031 2.892 0.414
H 5.750 3.847 1.585 0.340
H 4.564 4.392 0.275 0.219
H 4.658 5.754 3.181 0.380
H 3.745 6.392 1.645 0.235
H 6.171 7.479 2.568 0.364
H 6.976 6.150 1.573 0.377
H 6.842 7.839 -0.100 0.298
H 5.132 7.201 -0.413 0.297
H 5.125 9.307 1.883 0.348
H 6.078 9.977 0.464 0.213
H 4.260 8.574 -1.952 0.313
H 1.635 9.694 -2.706 0.316
H 0.854 11.260 -0.319 0.309
H 3.012 10.871 1.634 0.295
H 0.704 -3.839 -0.458 0.367
H -0.993 -5.531 -1.548 0.377
H -3.436 -7.481 -0.320 0.400
H -5.281 -8.912 -1.738 0.363
```

Multiplicity   1
Total charge   +2
LUMO level   -7.89 eV

Formula: C29H43AsCoN9OS
Source: OMol25
Level of theory: the ωB97M-V functional and the def2-TZVPD basis

```
85
Properties=species:S:1:pos:R:3:mulliken_spin:R:1
Co -0.563 0.622 0.966 1.014
C -3.992 2.907 2.133 0.001
C -2.948 2.051 1.498 -0.005
N -1.866 1.651 2.069 -0.004
N -1.613 2.066 3.344 0.004
C -0.536 1.487 3.829 0.012
N -0.167 1.855 5.073 0.000
S 0.435 0.312 3.007 -0.060
C -3.089 1.577 0.113 -0.001
C -4.239 1.773 -0.641 0.000
C -4.307 1.246 -1.919 -0.002
C -3.228 0.526 -2.409 0.000
C -2.116 0.381 -1.601 -0.005
N -2.034 0.903 -0.380 -0.018
H -3.641 3.267 3.094 0.000
H -4.909 2.335 2.291 0.000
H -4.237 3.758 1.495 -0.001
H -0.812 2.399 5.621 0.000
H 0.561 1.345 5.541 0.000
H -5.070 2.321 -0.223 0.000
H -5.195 1.385 -2.519 0.000
H -3.243 0.085 -3.395 0.000
H -1.254 -0.177 -1.933 0.000
N -0.701 -9.181 -3.450 0.000
C -0.842 -8.224 -2.831 0.000
C -1.020 -7.021 -2.060 0.000
C -0.627 -5.795 -2.588 0.000
C -0.800 -4.637 -1.854 0.000
C -1.358 -4.702 -0.583 0.000
C -1.749 -5.922 -0.050 0.000
C -1.585 -7.079 -0.791 0.000
N -1.524 -3.511 0.177 0.001
C -2.406 -3.300 1.218 0.001
C -2.188 -2.031 1.645 0.004
N -1.187 -1.456 0.898 0.033
C -0.815 -2.363 0.031 -0.008
H -0.197 -5.752 -3.579 0.000
H -0.520 -3.687 -2.289 0.000
H -2.160 -5.984 0.947 0.000
H -1.885 -8.032 -0.379 0.000
H -3.109 -4.043 1.544 0.000
H -2.669 -1.497 2.447 0.000
H -0.029 -2.250 -0.695 -0.004
C 4.317 -1.531 -0.387 0.000
N 2.901 -1.506 -0.044 0.001
C 2.610 -1.776 1.356 0.000
C 2.001 -0.775 -0.760 0.010
O 1.148 -0.058 -0.205 -0.014
N 2.078 -0.889 -2.115 0.000
C 2.733 -2.003 -2.785 0.000
C 1.417 0.070 -2.979 0.001
H 4.881 -1.046 0.413 0.000
H 4.504 -0.979 -1.305 0.000
H 4.687 -2.551 -0.501 0.000
H 3.039 -2.744 1.617 0.000
H 1.536 -1.816 1.509 0.001
H 3.030 -1.012 2.013 0.000
H 2.719 -2.889 -2.153 0.000
H 3.765 -1.784 -3.066 0.000
H 2.180 -2.220 -3.700 0.000
H 1.003 0.869 -2.377 0.001
H 0.621 -0.419 -3.550 0.000
H 2.130 0.496 -3.688 0.000
C -0.844 5.081 1.731 0.000
C 0.546 4.469 1.870 0.007
As 0.835 2.972 0.640 0.002
C 1.146 4.052 -0.969 0.024
C 1.447 3.234 -2.218 -0.004
C 2.692 2.492 1.063 0.007
C 3.664 3.637 1.315 0.000
H -0.937 5.971 2.355 0.000
H -1.613 4.378 2.045 -0.001
H -1.056 5.385 0.704 -0.001
H 0.707 4.106 2.887 0.000
H 1.316 5.213 1.658 0.001
H 1.963 4.736 -0.737 -0.001
H 0.255 4.664 -1.120 0.004
H 2.232 2.495 -2.042 -0.001
H 1.779 3.875 -3.036 0.000
H 0.557 2.702 -2.559 0.000
H 3.030 1.872 0.228 -0.001
H 2.626 1.832 1.929 -0.002
H 3.779 4.284 0.445 0.000
H 4.654 3.246 1.556 0.000
H 3.352 4.257 2.155 0.000
```

Multiplicity   2
Total charge   +1
LUMO level (alpha / beta)   -2.74 / -2.73 eV

Formula: C29H43BeCl2F5N3O5Si
Source: OMol25
Level of theory: the ωB97M-V functional and the def2-TZVPD basis

```
89
Properties=species:S:1:pos:R:3:mulliken_charge:R:1
C -1.323 0.124 -4.922 -1.872
C -0.613 -0.642 -3.852 0.580
H -0.613 0.723 -5.512 0.202
H -2.076 0.791 -4.484 0.401
H -1.834 -0.561 -5.619 0.485
C 0.168 -1.706 -4.120 0.576
C 0.390 -2.241 -5.483 -1.713
H 0.685 -2.223 -3.314 0.190
H 0.996 -1.565 -6.098 0.301
H -0.549 -2.430 -6.013 0.380
H 0.924 -3.193 -5.428 0.404
Be -2.651 2.350 1.606 1.153
Cl -3.485 3.005 3.362 -0.592
C 1.075 -1.719 2.443 0.164
O 2.230 -1.442 2.102 -0.750
N 0.746 -2.745 3.263 0.180
C 1.780 -3.634 3.762 -0.979
C -0.636 -3.181 3.390 -0.493
H 0.188 -1.139 2.101 0.383
H 2.698 -3.064 3.923 0.299
H 1.979 -4.457 3.059 0.304
H 1.424 -4.065 4.703 0.352
H -1.287 -2.303 3.481 0.008
H -0.725 -3.801 4.289 0.349
H -0.965 -3.765 2.515 0.175
H 1.042 1.305 2.606 0.161
H 0.696 3.524 5.170 0.325
C 1.474 2.298 2.421 -0.635
C 1.169 3.970 4.280 -0.877
N 0.678 3.354 3.053 0.281
H 1.544 2.453 1.337 0.088
C -0.564 3.564 2.636 -0.150
O -1.079 2.905 1.688 -0.338
H 0.938 5.044 4.270 0.334
H -1.136 4.334 3.180 0.501
H 2.473 2.343 2.862 0.292
H 2.249 3.814 4.339 0.287
H 4.307 -0.402 -3.636 0.430
H 2.973 -2.469 -2.718 0.259
C 3.951 0.161 -2.768 -0.821
C 3.786 -2.193 -2.031 -0.935
N 3.689 -0.779 -1.690 0.296
H 3.027 0.688 -3.050 -0.057
C 3.746 -0.334 -0.390 0.187
O 3.924 0.836 -0.067 -0.667
H 3.710 -2.796 -1.120 0.273
H 3.596 -1.143 0.354 0.384
H 4.697 0.901 -2.456 0.325
H 4.743 -2.393 -2.536 0.397
O 0.298 0.871 -2.169 -0.214
C -0.717 -0.110 -2.430 -0.205
C 0.639 -1.693 -0.931 0.602
C -0.595 -1.238 -1.406 0.053
H 1.523 -1.055 -1.024 0.041
C 0.731 -2.984 -0.399 0.347
H -1.705 0.361 -2.290 0.481
C -1.765 -1.921 -1.067 -1.088
H 1.705 -3.383 -0.098 0.152
C -0.428 -3.752 -0.252 -0.944
C -1.684 -3.196 -0.520 -0.733
H -2.708 -1.433 -1.313 0.460
H -0.348 -4.784 0.096 0.383
H -2.600 -3.757 -0.320 0.405
Si 0.446 2.448 -2.404 0.775
Cl -3.846 2.776 0.255 -0.485
C 2.108 3.012 -1.781 -0.921
C -0.922 3.253 -1.425 -0.565
C 0.344 2.931 -4.215 -1.322
H 2.591 2.291 -1.108 0.034
H 2.005 3.973 -1.250 0.457
H 2.768 3.181 -2.644 0.399
H 1.064 2.362 -4.817 0.306
H 0.587 3.998 -4.320 0.439
H -0.659 2.784 -4.631 0.313
H -1.820 2.625 -1.332 -0.061
H -1.240 4.206 -1.874 0.393
H -0.598 3.453 -0.395 -0.074
F -6.010 -0.116 5.346 -0.356
C -5.057 -0.208 4.410 0.408
C -5.416 -0.449 3.079 0.503
F -6.701 -0.724 2.770 -0.345
C -4.467 -0.387 2.091 -0.435
F -4.790 -0.604 0.806 -0.302
C -3.150 0.061 2.408 1.203
O -2.419 0.683 1.554 -0.787
C -2.764 0.037 3.785 -0.903
F -1.475 0.317 4.085 -0.411
C -3.715 -0.037 4.773 0.538
F -3.366 0.103 6.062 -0.366
```

Multiplicity   1
Total charge   -1
LUMO level   2.23 eV

Number 1: calculated total energy -5335.9116 a.u.. Number 2: calculated total energy -3927.0046 a.u.. Number 3: calculated total energy -1423.4059 a.u.. Number 4: calculated total energy -5715.4987 a.u.. Number 5: calculated total energy -3395.5542 a.u..